(1)
63
Properties=species:S:1:pos:R:3:forces:R:3:mulliken_spin:R:1 method="wB97M-V/def2-TZVPD" molar_mass_g_mol=729.64 spin_multiplicity=5 charge=+1 gap_ev="6.95 / 5.29"
H 3.187966 0.809499 1.442499 0.0 0.2 -0.2 -0.02
H 4.379826 1.525009 0.291636 -0.1 0.0 0.1 0.01
H -3.789264 4.003702 -2.166846 0.0 -0.3 0.1 0.00
O 0.762620 0.340297 1.865510 0.1 0.5 -0.5 -0.14
P 2.388729 0.678561 -0.772802 1.0 -0.3 0.0 0.27
C -1.513499 1.541977 -2.730584 -0.3 -0.3 -0.1 0.00
H -2.889277 3.190443 1.567892 0.1 -0.1 -0.1 0.02
H 2.579079 -1.033284 -6.318146 -0.1 0.2 0.4 0.00
H 3.880016 -1.195446 -1.211838 -0.1 0.0 0.1 0.02
C 2.634916 0.189649 -4.521906 0.1 -0.1 0.0 -0.04
F -1.735419 -0.547103 3.062823 0.5 0.3 0.3 0.00
P -0.888725 2.693289 0.278757 -0.3 1.4 0.3 0.18
C -0.095006 -0.265218 -4.356736 0.1 0.3 -0.3 0.08
H -2.264063 1.532803 1.857293 -0.1 0.2 -0.1 0.00
C -1.593120 -0.324799 -4.439816 0.0 0.8 -0.2 -0.02
C -3.391709 3.052981 -2.516410 0.1 0.2 -0.4 -0.05
C 0.243154 3.567820 1.370919 -0.3 0.5 0.4 -0.02
H 0.130398 -1.411614 -6.144660 0.2 0.1 0.2 0.00
H 2.540751 -1.608613 -0.086567 0.1 0.1 -0.2 -0.01
C 0.932691 -1.955184 2.647790 0.0 0.4 0.8 0.00
H 2.897003 2.430290 0.755849 0.2 -0.3 0.0 -0.02
C 2.023452 -0.616406 -5.476059 -0.3 0.0 -0.1 0.09
H 1.785232 -0.612941 4.854971 0.2 0.2 -0.1 0.00
H -0.412624 4.074136 -1.665403 -0.2 -0.2 0.1 0.02
H 1.741315 1.052413 4.178814 0.0 -0.3 0.0 0.00
O -1.931861 -1.190323 -0.217117 1.4 1.6 0.0 0.13
H 2.238813 -1.481236 -1.850628 0.1 0.2 0.2 -0.01
C -1.330307 3.644273 -1.233591 -0.1 0.2 0.3 0.06
H 3.793164 1.421023 -2.589546 -0.3 0.1 -0.1 0.01
H -2.016317 -1.307219 -4.325202 -0.1 -0.6 0.6 0.02
C 1.933824 0.737055 -3.453433 0.2 -0.3 0.1 0.01
F 0.890443 -2.729857 3.772851 0.1 0.5 -1.2 0.00
C -3.579358 1.126890 -3.930332 0.0 -0.1 0.1 -0.05
C 3.319236 1.437842 0.553313 0.7 0.0 0.0 0.04
N -0.233268 1.098588 -2.341637 -0.4 0.8 -3.3 0.53
H 3.690473 0.409292 -4.625494 0.0 0.0 0.1 0.00
C -0.638284 -0.177488 3.769777 0.7 -0.4 0.3 0.00
C 2.711298 1.486972 -2.397501 0.0 0.0 0.4 0.07
Ir 0.195791 0.918835 -0.431232 0.4 -0.6 0.6 2.15
C -2.263709 0.761565 -3.637362 0.0 0.4 -0.2 0.17
F 2.175476 -2.124689 2.089913 -0.9 0.0 0.3 0.00
F 0.029776 -2.443877 1.769617 0.5 0.3 0.4 0.00
C 0.656619 -0.830527 -5.386090 -0.1 -0.1 0.1 -0.05
F -0.666477 -0.845132 4.963336 -0.2 0.7 -1.1 0.00
H 1.070907 3.985667 0.781315 -0.3 0.0 0.1 0.00
C -2.457507 2.299563 1.097337 0.0 0.0 0.3 0.04
H -0.281925 4.363398 1.912283 0.3 0.0 0.0 0.01
H 2.420784 2.546579 -2.328231 0.1 -0.3 0.0 0.01
H -3.172679 1.898212 0.370639 0.2 0.1 0.0 -0.01
C 1.846133 -0.012920 3.941684 0.2 0.1 0.3 0.02
F -0.759780 1.156736 4.048647 -0.1 -0.9 -0.2 0.00
C 0.733750 -0.399833 2.976059 -0.7 -1.0 0.6 -0.01
H -4.138902 0.497644 -4.622662 0.1 0.2 0.1 0.00
C -2.076317 2.730826 -2.198675 -0.1 -0.1 0.5 0.05
C 0.541118 0.506631 -3.360192 -0.3 -0.1 -0.5 0.03
H 2.815819 -0.166263 3.453677 -0.2 0.0 0.2 0.00
H -5.183542 2.539599 -3.624568 0.4 -0.1 0.1 0.00
C 2.809002 -1.073624 -1.006275 0.2 0.0 0.2 0.02
H -1.854505 -0.103963 -5.478749 0.1 0.1 -0.1 0.02
H 0.635914 2.811478 2.068226 -0.2 0.2 -0.2 0.00
C -4.158123 2.261886 -3.374345 0.2 -0.2 0.0 0.09
H -1.983740 4.471716 -0.915636 0.2 -0.1 -0.3 0.01
C -1.060509 -0.427547 -0.206334 -2.9 -4.1 0.6 0.27

---

(2)
85
Properties=species:S:1:pos:R:3:forces:R:3:mulliken_charge:R:1 method="wB97M-V/def2-TZVPD" molar_mass_g_mol=857.22 spin_multiplicity=1 charge=-1 gap_ev=7.28
O 0.659406 -0.543122 1.907436 -1.4 -0.2 -2.0 0.08
Br -1.662423 -1.139689 3.574306 -2.5 1.3 -2.6 -0.38
H 7.033453 4.724503 -1.535787 -0.2 0.0 0.0 0.29
H 4.829905 4.162341 -2.596754 0.0 -0.2 0.1 0.29
C 3.410526 -5.259702 -3.926347 -0.3 0.3 1.2 0.28
H -8.315173 0.968146 -3.281095 0.1 -0.2 0.1 0.27
H 5.354985 5.118965 1.002139 0.1 0.0 0.0 0.31
I 1.885309 -3.463472 1.337413 2.1 0.1 -0.7 -0.20
C -8.044923 2.358409 -1.665977 0.0 0.4 0.2 -0.42
H 1.267004 -6.257341 -6.434683 0.0 0.1 0.0 0.32
C 2.100121 -0.959157 4.393458 2.2 0.6 2.3 0.57
C -2.498013 1.866798 4.715913 -1.2 -0.6 -0.1 0.12
H -9.009998 0.424283 -1.758340 0.2 0.0 0.0 0.27
H -1.825501 5.553489 6.302622 -0.1 0.0 -0.1 0.35
H -1.941815 5.264963 4.558344 0.0 0.0 0.1 0.30
O -0.764926 -2.445266 0.957216 0.7 3.4 -1.4 -0.18
C -7.958802 2.427125 -0.146923 0.1 0.1 0.1 -0.95
H 0.041885 -2.095847 -4.714070 0.9 1.0 2.3 0.20
H -3.059533 4.454905 5.674544 0.1 0.0 -0.1 0.32
F 3.206145 -1.027536 3.391797 -4.1 0.7 3.5 -0.21
C -0.770067 -1.333811 -0.020237 -2.2 -0.3 1.6 0.63
H -1.130468 -3.867437 3.991720 1.2 0.0 -1.9 0.30
C 4.995293 3.987391 -1.527274 0.0 0.2 -0.3 -0.33
O -0.466881 -1.104598 -2.785052 0.8 -2.4 2.2 -0.39
H -1.115486 3.017225 3.610492 -0.2 -0.2 0.1 0.27
C -1.040485 3.640386 5.680947 -0.1 0.3 0.2 -0.55
C -2.027022 4.792392 5.542056 -0.1 0.1 0.1 -1.18
H 7.035434 5.632557 0.774994 -0.1 -0.1 0.0 0.32
H -0.103204 -3.870517 -1.714625 -2.1 1.1 0.2 0.29
H -4.594284 0.372032 0.630402 2.9 -1.9 -0.7 0.16
C 3.071398 -5.051712 -6.384605 -0.3 0.2 -0.3 -0.40
H -0.023079 4.043969 5.613718 -0.1 -0.2 0.0 0.36
C 0.312582 -0.208512 0.486951 1.9 -0.5 0.1 1.05
H 1.376646 -0.931276 -3.846625 -2.0 -1.7 0.1 0.25
H 3.491199 -6.869732 -5.289475 0.0 0.2 0.2 0.28
P 0.110439 -2.115039 2.466524 -3.0 -2.2 -1.1 -0.15
H -0.400644 1.837638 4.703617 -0.3 -0.1 -0.2 -0.29
C 1.555885 -5.202905 -6.380023 -0.1 0.1 0.0 -0.99
H -8.821028 1.937705 0.317091 0.1 0.0 0.0 0.30
C 3.754972 -5.806956 -5.245168 0.3 0.1 -0.2 -0.44
H 0.207767 -4.710451 2.819104 -1.8 1.7 0.7 0.30
H -1.142811 3.196200 6.678660 0.1 0.0 -0.2 0.32
C -3.584190 -0.223369 0.416553 8.9 -3.1 -2.3 -0.92
N -3.516124 1.315870 4.799529 1.2 1.0 0.0 -0.53
C 0.927555 -2.085051 4.190219 0.6 0.1 2.9 0.79
C -0.600716 -3.864501 2.946339 -1.6 -1.8 -0.1 -0.86
H -7.048200 1.948021 0.225627 -0.1 0.0 0.0 0.18
N -0.312100 1.166470 0.335026 1.1 2.8 -7.3 -0.45
H 1.124217 -4.687688 -7.244057 0.0 -0.1 0.1 0.31
F 1.464295 -3.405770 4.627818 -1.2 4.0 -1.1 -0.28
B -0.714397 -1.898393 -1.565192 0.0 -1.9 -2.0 0.65
F 2.752905 -1.280435 5.718083 -1.7 1.3 -4.0 -0.31
H 3.327693 -3.986087 -6.340329 0.1 -0.2 0.0 0.28
C 6.082007 4.943054 -1.035600 0.3 0.2 0.2 -0.40
O -0.990622 -3.366810 -1.742765 2.8 2.3 0.2 -0.54
H -1.453288 -4.120398 2.150795 1.9 0.7 1.8 0.19
C -1.212163 2.568084 4.605458 0.3 -0.2 0.2 0.53
H 1.111952 -4.769727 -5.478462 0.0 -0.1 -0.1 0.21
C -8.143054 0.929393 -2.199143 -0.1 0.2 -0.3 -0.44
H 3.954083 0.474745 0.589404 -2.5 1.0 -0.9 0.29
H -8.933023 2.914504 -1.989317 0.1 -0.1 -0.1 0.30
C 6.286330 4.893704 0.472870 0.1 0.0 0.1 -1.15
C -6.924476 0.151404 -1.939884 0.9 -0.8 0.3 0.26
C -2.311898 -0.766361 0.095941 -8.7 4.6 2.5 -0.45
C 5.358235 2.578239 -1.327328 0.2 -1.3 0.2 0.26
N 3.134604 -4.830967 -2.883700 0.3 -0.5 -1.4 -0.41
H 5.801612 5.965671 -1.315145 0.0 -0.2 -0.1 0.30
H 6.639006 3.910201 0.798251 -0.1 0.1 0.0 0.34
C 0.515774 -1.740503 -3.678130 1.0 -0.1 -0.9 -0.39
F 1.567344 0.442838 4.576590 2.0 -4.7 -1.0 -0.23
C -0.140919 1.645132 -0.952339 0.4 -1.1 -2.2 0.71
H 2.090540 -0.616181 -1.250503 -0.7 0.4 2.9 0.07
N 5.642261 1.464694 -1.164822 -0.2 1.6 -0.3 -0.49
C 1.791333 -0.110844 -0.214099 3.3 2.0 1.5 -0.19
H 4.840774 -5.743954 -5.382316 -0.1 0.0 0.2 0.27
H 1.045508 -2.682312 -3.228685 -1.1 1.7 -0.6 0.02
N -5.963823 -0.465400 -1.730692 -1.3 0.8 -0.3 -0.37
H 2.352294 1.696165 1.058097 1.2 -2.7 -0.4 0.14
F -0.151039 -1.744381 5.191999 5.6 -1.9 -0.3 -0.29
C 2.814760 0.744064 0.510514 -3.5 -1.9 -1.8 -0.81
H 3.455949 -5.433455 -7.337971 0.1 0.0 0.2 0.29
O 0.005399 2.010856 -2.248430 -1.3 -2.3 10.5 -0.56
H -7.174611 2.865825 -2.099897 -0.1 -0.2 0.0 0.29
H -7.943877 3.471191 0.181777 0.0 -0.2 0.0 0.31
H 4.048299 4.205119 -1.020489 0.1 -0.2 0.0 0.28

---

(3)
41
Properties=species:S:1:pos:R:3:forces:R:3:mulliken_spin:R:1 method="wB97M-V/def2-TZVPD" molar_mass_g_mol=491.51 e_above_lowest_kcal_mol=30.7 spin_multiplicity=2 charge=-1 gap_ev="7.26 / 7.09"
N 2.596943 1.017335 1.227529 0.1 -0.1 0.2 -0.01
C 3.501295 2.018718 1.177317 0.0 0.0 0.0 0.00
O -3.715223 1.056970 0.938990 0.0 -0.1 0.1 0.00
O -2.791714 -0.347887 -0.834056 -1.6 1.2 0.0 0.00
C 1.319477 -0.845440 -3.503480 0.0 0.0 0.0 -0.02
C 0.862433 0.025427 -1.286736 -0.2 0.3 -0.3 -0.05
C 1.020311 1.303163 -1.833121 -0.3 0.3 0.1 0.04
C 1.981691 -3.366334 -1.890065 0.0 0.0 0.0 0.00
H 1.300565 2.536960 -3.565994 0.0 0.0 0.0 0.00
C 1.252889 1.525964 -3.180777 0.2 -0.3 0.0 -0.02
H 5.527230 2.598327 1.348965 0.0 0.0 0.0 0.00
H 1.420570 -1.701172 -4.161460 0.0 0.0 0.0 0.00
H 0.876933 2.156100 -1.179837 -0.1 0.0 0.0 0.00
O -1.380126 1.326266 0.208730 -0.6 0.4 -0.5 -0.01
C 1.953705 -4.654458 -1.374425 -0.1 0.0 0.1 0.00
H -1.889408 -2.254435 -0.012529 -0.1 0.0 -0.1 0.00
H 6.274449 0.247399 1.867300 0.0 0.0 0.0 0.00
H 1.568078 0.569803 -5.089197 0.0 0.0 0.0 0.00
C 1.407134 0.433783 -4.026209 0.0 0.0 0.0 0.03
H 2.779034 -5.333206 -1.546269 0.0 0.0 0.0 0.00
O -1.927702 -0.583985 1.428209 0.1 0.2 0.2 0.07
S -2.562883 0.370595 0.422083 0.1 0.7 0.1 -0.01
C 2.935705 -0.278451 1.466682 -0.3 -0.1 0.0 0.00
Ru 0.071059 -0.066627 0.557011 0.1 -1.5 0.2 0.89
O 1.314217 1.381677 1.074692 -0.1 0.0 0.0 0.03
C 1.050643 -1.067918 -2.149063 0.0 0.0 -0.1 0.01
C 4.299280 -0.532820 1.719770 0.1 0.0 0.0 0.00
N -1.176328 -1.973730 -0.663243 1.9 -0.2 0.2 0.02
C 4.824799 1.780225 1.402323 0.0 0.1 0.0 0.00
H 4.571864 -1.560045 1.916399 0.0 0.0 0.0 0.00
C -0.186866 -4.161091 -0.395006 -0.1 0.1 0.0 0.01
H -1.048845 -4.465460 0.188582 0.0 0.0 0.0 0.00
C 0.856810 -5.042512 -0.612539 0.1 0.0 -0.1 0.00
C 0.950039 -2.461307 -1.666370 0.2 -0.2 -0.1 0.00
H 3.071504 2.982600 0.951789 0.0 0.0 0.0 0.00
S 1.718812 -1.475463 1.431105 0.3 0.1 -0.1 0.02
H -1.495009 -1.245708 -1.306125 0.1 -0.5 0.0 0.00
C -0.161861 -2.865392 -0.923118 0.1 -0.5 0.0 -0.01
C 5.230509 0.467767 1.687839 0.0 -0.1 0.0 0.00
H 0.811067 -6.038272 -0.187662 0.0 0.0 0.0 0.00
H 2.845550 -3.025918 -2.449781 0.0 0.0 0.0 0.00